Entry 1:
# F8KN4O16S8

F8KN4O16S8 as an isolated structure in a non-equilibrium geometry (ωB97M-V/def2-TZVPD, OMol25).

Element x y z (Å)
K1 -5.734 10.086 17.696
N1 -9.584 6.671 18.148
S1 -8.036 6.615 18.407
O1 -7.287 7.692 17.859
O2 -7.404 5.273 18.400
F1 -8.071 6.991 20.004
S2 -9.424 5.936 16.605
O3 -9.432 4.501 16.603
O4 -8.532 6.636 15.740
F2 -10.823 6.479 15.970
N2 -9.570 10.562 17.258
S3 -8.938 11.854 18.213
O5 -9.623 13.124 18.321
O6 -7.522 11.631 18.482
F3 -9.501 11.139 19.531
S4 -9.005 11.128 15.991
O7 -7.600 11.037 15.717
O8 -9.798 12.172 15.321
F4 -9.424 9.910 15.084
N3 -5.831 10.284 23.067
S5 -6.696 9.850 21.625
O9 -8.084 9.329 21.701
O10 -5.920 9.571 20.453
F5 -6.792 11.475 21.308
S6 -5.386 8.833 23.197
O11 -4.247 8.325 22.373
O12 -6.379 7.864 23.596
F6 -4.647 9.063 24.701
N4 -2.762 12.982 21.380
S7 -3.122 12.993 19.625
O13 -3.765 11.799 19.016
O14 -2.268 13.921 18.921
F7 -4.491 13.881 19.746
S8 -1.587 12.128 21.259
O15 -0.325 12.854 20.989
O16 -1.805 10.794 20.701
F8 -1.334 11.920 22.805

## Properties
Energy above the lowest of the compared OMol25 structures with the same formula, charge and spin   5.9822 eV
Frontier orbital gap   0.307 Ha
LUMO   5.6 eV
HOMO energy   -0.101 Eh
Net charge   -3

These are the natural (NBO) partial charges, in e, on atoms 1 to 2:
1 K 0.97
2 N -1.06

Entry 2:
# C62H55FGeO5P3Rb

C62H55FGeO5P3Rb as an isolated structure (ωB97M-V/def2-TZVPD, OMol25).

Element x y z (Å)
Rb1 0.090 -0.279 -0.202
F1 1.099 -6.768 0.870
Ge1 0.472 -5.143 0.542
C1 -0.517 -4.989 2.240
C2 -0.685 -6.244 2.851
C3 -1.514 -6.412 3.946
C4 -2.217 -5.333 4.464
C5 -2.055 -4.090 3.882
C6 -1.206 -3.905 2.788
P1 -1.006 -2.230 2.103
C7 -2.782 -1.792 1.875
C8 -3.408 -2.398 0.786
C9 -4.755 -2.192 0.532
C10 -5.497 -1.354 1.352
C11 -4.887 -0.744 2.436
C12 -3.542 -0.968 2.701
C13 -0.540 -1.221 3.558
C14 -0.025 -1.760 4.732
C15 0.361 -0.934 5.782
C16 0.251 0.442 5.669
C17 -0.234 0.996 4.489
C18 -0.617 0.172 3.443
C19 -0.696 -5.566 -0.981
C20 -1.068 -6.916 -1.019
C21 -1.659 -7.472 -2.141
C22 -1.859 -6.690 -3.271
C23 -1.516 -5.350 -3.240
C24 -0.970 -4.761 -2.097
P2 -0.650 -2.944 -2.085
C25 0.262 -2.743 -3.668
C26 1.632 -2.997 -3.638
C27 2.391 -2.910 -4.794
C28 1.798 -2.533 -5.993
C29 0.441 -2.248 -6.026
C30 -0.325 -2.359 -4.870
C31 -2.283 -2.229 -2.552
C32 -2.327 -0.852 -2.801
C33 -3.515 -0.235 -3.165
C34 -4.685 -0.973 -3.280
C35 -4.657 -2.334 -3.018
C36 -3.469 -2.954 -2.650
C37 2.157 -4.531 -0.270
C38 2.495 -5.512 -1.214
C39 3.650 -5.442 -1.974
C40 4.507 -4.370 -1.799
C41 4.201 -3.395 -0.862
C42 3.042 -3.458 -0.081
P3 2.649 -2.087 1.078
C43 2.969 -2.813 2.728
C44 2.983 -4.181 2.992
C45 3.147 -4.649 4.291
C46 3.329 -3.757 5.338
C47 3.334 -2.391 5.080
C48 3.134 -1.923 3.791
C49 4.093 -0.986 0.870
C50 3.973 0.050 -0.056
C51 5.044 0.892 -0.316
C52 6.243 0.719 0.361
C53 6.370 -0.304 1.291
C54 5.302 -1.154 1.540
H1 -0.154 -7.103 2.463
H2 -1.616 -7.395 4.390
H3 -2.879 -5.458 5.311
H4 -2.594 -3.237 4.279
H5 -2.840 -3.054 0.134
H6 -5.220 -2.677 -0.313
H7 -6.547 -1.183 1.149
H8 -5.457 -0.095 3.089
H9 -3.102 -0.502 3.572
H10 0.092 -2.833 4.835
H11 0.757 -1.378 6.688
H12 0.547 1.083 6.491
H13 -0.321 2.071 4.383
H14 -0.988 0.627 2.530
H15 -0.855 -7.552 -0.167
H16 -1.934 -8.520 -2.143
H17 -2.283 -7.121 -4.169
H18 -1.680 -4.740 -4.120
H19 2.114 -3.251 -2.704
H20 3.454 -3.120 -4.750
H21 2.393 -2.452 -6.895
H22 -0.029 -1.938 -6.951
H23 -1.383 -2.135 -4.916
H24 -1.436 -0.233 -2.742
H25 -3.509 0.828 -3.376
H26 -5.610 -0.491 -3.571
H27 -5.563 -2.923 -3.099
H28 -3.479 -4.016 -2.441
H29 1.841 -6.363 -1.369
H30 3.865 -6.217 -2.699
H31 5.415 -4.286 -2.384
H32 4.888 -2.571 -0.732
H33 2.892 -4.900 2.187
H34 3.147 -5.717 4.474
H35 3.473 -4.123 6.347
H36 3.479 -1.684 5.888
H37 3.118 -0.854 3.603
H38 3.046 0.187 -0.603
H39 4.934 1.691 -1.040
H40 7.078 1.382 0.168
H41 7.305 -0.444 1.821
H42 5.414 -1.957 2.260
C55 3.213 0.365 -3.779
C56 1.792 0.525 -3.288
O1 1.414 -0.161 -2.344
C57 0.903 1.494 -3.947
C58 1.182 1.885 -5.267
C59 0.365 2.744 -5.967
C60 -0.764 3.260 -5.319
C61 -1.051 2.924 -4.018
C62 -0.236 2.032 -3.272
O2 -0.534 1.754 -2.040
H43 3.718 1.331 -3.837
H44 3.224 -0.073 -4.779
H45 3.742 -0.303 -3.102
H46 2.056 1.478 -5.760
H47 0.587 3.014 -6.990
H48 -1.420 3.943 -5.847
H49 -1.911 3.346 -3.511
O3 0.255 2.828 0.312
H50 -0.669 2.954 0.566
H51 0.177 2.559 -0.633
O4 1.758 1.117 1.949
H52 1.357 1.847 1.436
H53 1.481 1.274 2.859
O5 -2.466 1.679 -0.224
H54 -3.359 1.529 -0.549
H55 -1.907 1.785 -1.032

## Properties
Energy above the lowest of the compared OMol25 structures with the same formula, charge and spin   0.8995 eV
Frontier orbital gap   0.286 Ha
LUMO   0.4 eV
HOMO energy   -0.272 Eh
Net charge   0

These are the Mulliken partial charges, in e, on atoms 1 to 2:
1 Rb 1.92
2 F -0.51

Entry 3:
# C23H34Cl2LaN3O3

C23H34Cl2LaN3O3 as an isolated structure in a non-equilibrium geometry (ωB97M-V/def2-TZVPD, OMol25).

Element x y z (Å)
O1 -1.225 -2.912 -2.721
C1 -1.218 -2.931 -3.942
C2 -0.668 -4.119 -4.677
C3 -0.126 -5.181 -3.926
H1 -0.215 -5.177 -2.836
C4 0.553 -6.216 -4.580
H2 1.009 -7.015 -3.990
C5 0.629 -6.212 -5.986
H3 1.158 -7.021 -6.497
C6 0.020 -5.194 -6.734
H4 0.062 -5.206 -7.827
C7 -0.651 -4.157 -6.080
H5 -1.150 -3.354 -6.621
H6 -1.669 -2.148 -4.610
C8 2.664 1.145 -1.968
C9 1.999 1.826 -0.839
H7 3.464 1.783 -2.405
H8 1.943 0.894 -2.783
H9 3.128 0.191 -1.615
C10 2.127 3.010 -0.268
C11 3.131 4.090 -0.651
H10 1.489 3.365 0.555
H11 3.785 3.777 -1.484
H12 3.766 4.338 0.217
H13 2.624 5.028 -0.939
La1 0.266 0.013 0.395
Cl1 2.243 -1.647 0.884
Cl2 -0.863 -0.284 -1.898
H14 -1.480 -4.187 0.812
H15 -0.543 -5.022 2.945
C12 -0.970 -3.221 0.902
C13 0.052 -4.105 3.000
N1 -0.633 -3.021 2.311
H16 -1.624 -2.418 0.535
C14 -0.780 -1.859 2.935
O2 -1.071 -0.765 2.334
H17 0.186 -3.820 4.048
H18 -0.585 -1.905 4.007
H19 -0.047 -3.246 0.301
H20 1.036 -4.288 2.545
H21 -3.487 4.535 1.414
H22 -5.279 2.742 0.639
C15 -2.880 4.191 0.566
C16 -4.560 2.503 -0.158
N2 -3.201 2.792 0.263
H23 -1.819 4.287 0.804
C17 -2.338 1.812 0.362
O3 -1.129 1.978 0.734
H24 -4.592 1.430 -0.375
H25 -2.689 0.800 0.092
H26 -3.128 4.818 -0.300
H27 -4.822 3.073 -1.060
N3 1.687 1.019 2.758
C18 1.454 2.232 3.429
C19 0.195 2.443 4.006
C20 -0.080 3.667 4.636
C21 0.892 4.678 4.679
C22 2.142 4.464 4.088
C23 2.426 3.246 3.453
H28 1.347 0.189 3.248
H29 2.660 0.852 2.484
H30 -0.559 1.656 3.947
H31 -1.047 3.820 5.115
H32 0.676 5.623 5.201
H33 2.912 5.241 4.141
H34 3.403 3.077 2.990

## Properties
Energy above the lowest of the compared OMol25 structures with the same formula, charge and spin   0.2851 eV
Frontier orbital gap   0.207 Ha
LUMO   0.1 eV
HOMO energy   -0.202 Eh
Net charge   0

These are the natural (NBO) partial charges, in e, on atoms 1 to 2:
1 O -0.52
2 C 0.43

Entry 4:
# C25H33N6O2Ru

C25H33N6O2Ru as an isolated structure in a non-equilibrium geometry (ωB97M-V/def2-TZVPD, OMol25).

Element x y z (Å)
Ru1 0.307 -0.660 -0.023
C1 1.461 2.223 1.413
C2 0.738 1.585 2.552
C3 0.971 0.080 2.738
N1 0.096 -0.698 1.863
C4 -0.320 -1.854 2.408
C5 0.188 -2.372 3.733
C6 -0.437 -3.246 4.535
C7 -1.436 -4.212 4.364
C8 -2.146 -4.210 3.161
C9 -2.005 -3.679 1.968
C10 -1.063 -2.659 1.518
N2 -0.850 -2.270 0.159
C11 -1.426 -3.013 -0.918
C12 -1.623 -2.074 -2.120
C13 -0.396 -1.805 -2.914
N3 0.651 -1.023 -2.157
C14 1.764 -0.583 -2.695
C15 2.091 -0.870 -4.039
C16 3.202 -0.604 -4.661
C17 4.079 0.517 -4.524
C18 4.150 1.355 -3.384
C19 3.532 1.184 -2.112
C20 2.601 0.166 -1.717
N4 2.196 0.270 -0.475
C21 3.224 0.560 0.651
C22 2.969 1.962 1.261
H1 1.276 3.252 1.503
H2 0.922 1.962 0.468
H3 -0.382 1.686 2.507
H4 1.040 2.014 3.506
H5 0.593 -0.093 3.697
H6 1.985 -0.270 2.675
H7 1.032 -1.833 4.080
H8 0.044 -3.412 5.497
H9 -1.679 -4.682 5.300
H10 -3.049 -4.845 3.227
H11 -2.629 -3.856 1.135
H12 -2.431 -3.338 -0.599
H13 -0.813 -3.869 -1.248
H14 -2.133 -1.166 -1.773
H15 -2.258 -2.719 -2.673
H16 -0.718 -1.540 -3.975
H17 0.149 -2.778 -3.044
H18 1.499 -1.614 -4.597
H19 3.439 -1.267 -5.464
H20 4.901 0.650 -5.197
H21 4.837 2.212 -3.464
H22 3.733 1.895 -1.279
H23 4.249 0.315 0.523
H24 2.921 -0.182 1.429
H25 3.457 2.724 0.692
H26 3.487 1.869 2.189
C23 -2.819 3.620 -2.232
N5 -1.844 3.030 -1.268
C24 -1.406 3.960 -0.165
C25 -1.639 1.769 -1.096
O1 -1.066 1.318 -0.066
H27 -2.384 4.588 -2.653
H28 -3.747 3.790 -1.706
H29 -3.108 2.892 -2.968
H30 -2.136 4.228 0.591
H31 -1.246 4.966 -0.665
H32 -0.503 3.652 0.379
H33 -1.820 1.068 -1.876
O2 -11.592 3.246 3.801
N6 -10.680 2.682 4.220

## Properties
Energy above the lowest of the compared OMol25 structures with the same formula, charge and spin   0.0000 eV
Frontier orbital gap (alpha / beta)   0.173 / 0.191 Ha
LUMO (alpha / beta)   -6.2 / -8.4 eV
HOMO energy (alpha / beta)   -0.400 / -0.501 Eh
Expectation value of S²   8.905
Spin multiplicity   6
Net charge   +2

These are the natural (NBO) partial charges, in e, on atoms 1 to 2:
1 Ru 1.24
2 C -0.42

Entry 5:
# C28H48NO4S

An isolated ion of composition C28H48NO4S and charge +1 (ωB97M-V/def2-TZVPD, OMol25).

Element x y z (Å)
C1 -3.102 0.504 2.610
C2 -2.048 1.093 3.144
C3 -0.839 1.647 2.434
C4 -1.068 3.166 2.293
C5 -0.671 1.111 0.999
C6 -0.579 -0.407 0.839
O1 -1.534 -0.921 -0.135
C7 -1.796 -0.386 -1.284
O2 -1.373 0.667 -1.737
C8 -2.740 -1.256 -2.097
S1 -1.949 -1.589 -3.710
C9 -2.827 -0.452 -4.846
C10 -2.558 1.040 -4.647
N1 -1.154 1.398 -4.321
C11 -1.002 2.882 -4.216
C12 -0.281 3.302 -2.947
C13 -0.169 0.786 -5.246
C14 1.266 0.980 -4.788
C15 0.827 -1.013 0.513
C16 1.157 -0.701 -0.952
C17 1.882 -0.375 1.443
C18 3.357 -0.562 1.088
O3 3.845 -0.594 -0.012
C19 4.158 -0.574 2.365
C20 3.166 -0.279 3.481
C21 1.793 -0.736 2.944
C22 1.713 -2.269 3.058
C23 0.603 -2.889 2.219
C24 0.735 -2.545 0.731
C25 1.900 -3.319 0.110
C26 0.639 -0.059 3.730
C27 0.838 -0.209 5.246
C28 0.402 1.437 3.350
O4 0.177 2.249 4.482
H1 -3.930 0.190 3.223
H2 -3.209 0.305 1.556
H3 -2.025 1.277 4.208
H4 -1.205 3.611 3.273
H5 -1.956 3.358 1.696
H6 -0.211 3.638 1.817
H7 0.177 1.608 0.526
H8 -1.559 1.450 0.463
H9 -0.963 -0.872 1.745
H10 -2.907 -2.209 -1.600
H11 -3.689 -0.754 -2.274
H12 -3.897 -0.634 -4.754
H13 -2.515 -0.786 -5.835
H14 -2.852 1.564 -5.561
H15 -3.169 1.409 -3.819
H16 -1.007 1.015 -3.349
H17 -0.473 3.239 -5.101
H18 -1.996 3.333 -4.219
H19 0.744 2.947 -2.924
H20 -0.800 2.922 -2.072
H21 -0.265 4.387 -2.890
H22 -0.322 1.216 -6.239
H23 -0.367 -0.284 -5.290
H24 1.584 2.017 -4.845
H25 1.398 0.616 -3.772
H26 1.919 0.401 -5.435
H27 1.024 0.361 -1.151
H28 0.515 -1.273 -1.621
H29 2.186 -0.957 -1.175
H30 1.788 0.712 1.338
H31 4.971 0.150 2.299
H32 4.625 -1.555 2.473
H33 3.429 -0.797 4.401
H34 3.151 0.794 3.682
H35 2.662 -2.693 2.730
H36 1.577 -2.561 4.098
H37 -0.372 -2.582 2.600
H38 0.647 -3.974 2.329
H39 -0.180 -2.887 0.230
H40 1.881 -3.260 -0.974
H41 1.823 -4.368 0.386
H42 2.860 -2.948 0.452
H43 -0.288 -0.593 3.518
H44 0.909 -1.258 5.516
H45 1.735 0.291 5.602
H46 -0.021 0.204 5.768
H47 1.285 1.835 2.825
H48 0.953 2.226 5.050

## Properties
Frontier orbital gap   0.345 Ha
SMILES   C=C[C@]1(C)C[C@@H](OC(=O)CSCC[NH+](CC)CC)[C@@]2(C)[C@@H]3C(=O)CC[C@@]3(CC[C@@H]2C)[C@@H](C)[C@@H]1O
LUMO   -2.0 eV
HOMO energy   -0.420 Eh
Net charge   +1

These are the natural (NBO) partial charges, in e, on atoms 1 to 2:
1 C -0.41
2 C -0.16